The following is a quantum chemistry calculation of one molecule with the formula C19H22N4O3S at a distorted geometry, from OMol25.

Results
Highest occupied orbital energy   -8.186 eV
Strongest force on any atom   1.120 eV/Å
ΔE to the lowest compared entry with this formula, charge and spin   15.4 kcal per mole
Multiplicity   1
Net charge   0
SMILES string   CCOC(=O)N1CCN(C(=O)c2nn(C)c3c2CSc2ccccc2-3)CC1

Each line ends with the natural charge from an NBO analysis.
CARTESIAN COORDINATES (ANGSTROEM)
C (8.34, -0.91, -0.50)  -0.636
C (7.36, -1.52, 0.48)  -0.067
O (6.01, -1.21, 0.15)  -0.529
C (5.57, 0.01, 0.55)  0.895
O (6.25, 0.81, 1.16)  -0.662
N (4.29, 0.23, 0.20)  -0.452
C (3.67, 1.51, 0.49)  -0.222
C (2.63, 1.81, -0.57)  -0.236
N (1.58, 0.81, -0.53)  -0.419
C (0.29, 1.22, -0.60)  0.660
O (0.03, 2.40, -0.80)  -0.644
C (-0.79, 0.24, -0.42)  0.020
N (-0.66, -1.07, -0.22)  -0.258
N (-1.88, -1.57, -0.09)  -0.131
C (-2.01, -2.97, 0.20)  -0.409
C (-2.83, -0.62, -0.20)  0.107
C (-2.16, 0.58, -0.41)  -0.075
C (-2.85, 1.88, -0.54)  -0.534
S (-4.23, 1.94, 0.67)  0.266
C (-4.99, 0.38, 0.37)  -0.162
C (-6.36, 0.28, 0.60)  -0.221
C (-7.03, -0.90, 0.38)  -0.193
C (-6.33, -2.00, -0.11)  -0.225
C (-4.97, -1.92, -0.32)  -0.201
C (-4.27, -0.75, -0.06)  -0.033
C (2.02, -0.54, -0.25)  -0.227
C (3.50, -0.71, -0.57)  -0.221
H (9.35, -1.22, -0.26)  0.214
H (8.29, 0.18, -0.45)  0.226
H (8.11, -1.23, -1.52)  0.207
H (7.57, -1.15, 1.49)  0.199
H (7.41, -2.61, 0.47)  0.184
H (4.46, 2.27, 0.51)  0.240
H (3.20, 1.48, 1.48)  0.193
H (2.16, 2.78, -0.38)  0.256
H (3.09, 1.84, -1.56)  0.194
H (-1.04, -3.32, 0.58)  0.235
H (-2.25, -3.55, -0.70)  0.204
H (-2.78, -3.13, 0.96)  0.220
H (-3.27, 2.02, -1.53)  0.225
H (-2.18, 2.71, -0.31)  0.281
H (-6.89, 1.16, 0.95)  0.224
H (-8.09, -0.97, 0.56)  0.217
H (-6.85, -2.92, -0.32)  0.216
H (-4.45, -2.77, -0.72)  0.208
H (1.84, -0.78, 0.81)  0.196
H (1.43, -1.25, -0.84)  0.244
H (3.66, -0.56, -1.64)  0.188
H (3.81, -1.73, -0.32)  0.236